# 1
The following is a DFT calculation (wB97M-V/def2-TZVPD) of a single C5H8N2O molecule.

For the LUMO energy (alpha / beta), the calculation gives -0.1 / -0.1 eV. The HOMO-LUMO gap (alpha / beta) is 7.3 / 7.3 eV.

XYZ file:
```
16
Properties=species:S:1:pos:R:3:nbo_charge:R:1
C -0.6107 -1.4854 0.4238 -0.020
C -0.0224 0.8124 0.4761 0.072
C 0.3574 -0.5104 0.2974 -0.033
C -2.1860 0.0007 -0.6312 0.382
C 0.8675 1.9123 -0.0222 -0.765
N -1.8805 -1.1297 0.1161 -0.599
N 1.7223 -0.7973 0.3166 -0.831
O -3.3522 0.5026 -0.2332 -0.677
H -0.4662 -2.6071 0.4213 0.192
H 1.6087 1.6682 -0.7744 0.181
H 0.4289 2.8082 -0.4743 0.256
H 1.4926 2.2864 0.8278 0.244
H -2.6755 -1.4858 0.6934 0.368
H 1.9252 -1.7549 0.6907 0.387
H 2.3985 -0.0198 0.4543 0.399
H -3.7113 0.0470 0.5437 0.445
```

# 2
The following is a DFT calculation (wB97M-V/def2-TZVPD) of a single C5H8N2O molecule.

Its SMILES is C=C(N)C(=O)C(=C)N. For the LUMO energy (alpha / beta), the calculation gives -0.2 / -0.2 eV. The HOMO-LUMO gap (alpha / beta) is 7.8 / 7.8 eV.

XYZ file:
```
16
Properties=species:S:1:pos:R:3:nbo_charge:R:1
C -0.8999 1.1756 0.2654 -0.426
C -1.2826 -0.1619 0.2096 0.076
N -2.5106 -0.6403 -0.1726 -0.785
C -0.0694 -0.9880 0.1058 0.501
O 0.0187 -2.1874 -0.1044 -0.528
C 1.0891 0.0798 -0.0399 0.098
C 1.9855 0.1588 0.9814 -0.500
N 1.4818 0.3629 -1.3588 -0.825
H -0.3372 1.6393 1.0656 0.243
H -1.5737 1.9260 -0.1507 0.193
H -3.3136 -0.1925 0.2502 0.396
H -2.5343 -1.6534 -0.2603 0.403
H 1.7287 -0.1859 1.9763 0.203
H 2.9551 0.6230 0.8469 0.195
H 0.8370 -0.0061 -2.0529 0.373
H 2.4254 0.0501 -1.5614 0.383
```

# 3
The following is a DFT calculation (wB97M-V/def2-TZVPD) of a single C5H8N2O molecule.

Its SMILES is C1=NN2C[C@H]2COC1. For the LUMO energy, the calculation gives 0.9 eV. The HOMO-LUMO gap is 9.8 eV.

XYZ file:
```
16
Properties=species:S:1:pos:R:3:nbo_charge:R:1
C -0.5826 -1.6946 0.8289 0.027
N 0.5393 -1.6744 0.0977 -0.246
N 0.6742 -0.6587 -0.8423 -0.268
C 1.8643 -0.0151 -1.2390 -0.182
C 0.7837 0.7435 -0.3634 -0.144
C -0.5233 1.3511 -0.4427 -0.083
O -1.6430 0.5913 -0.1354 -0.504
C -1.5104 -0.3471 0.9562 -0.147
H -0.6660 -2.4963 1.6220 0.211
H 2.1311 0.0967 -2.3654 0.217
H 2.6937 -0.0396 -0.5896 0.192
H 1.1558 0.5630 0.5885 0.173
H -0.5239 2.2722 0.2296 0.163
H -0.5909 1.7748 -1.4205 0.202
H -1.2188 0.0973 1.8776 0.181
H -2.5830 -0.5642 1.1978 0.209
```

# 4
The following is a DFT calculation (wB97M-V/def2-TZVPD) of a single C5H8N2O molecule.

Its SMILES is [H]/N=C/[C@@H](O)CCC#N. For the LUMO energy, the calculation gives 0.8 eV. The HOMO-LUMO gap is 10.6 eV.

XYZ file:
```
16
Properties=species:S:1:pos:R:3:nbo_charge:R:1
H -0.3898 -2.9251 -0.5383 0.352
N -0.3444 -1.9198 -0.6943 -0.654
C -0.6885 -1.2221 0.2952 0.113
C -1.1213 0.3601 0.1042 0.060
O -1.2329 0.9304 1.3586 -0.720
C -0.0785 1.0433 -0.7976 -0.420
C 1.3409 0.4535 -0.6235 -0.528
C 1.4263 -0.0795 0.7282 0.310
N 1.5521 -0.0578 1.8819 -0.362
H -1.0725 -1.6028 1.2504 0.172
H -2.1197 0.3692 -0.3505 0.205
H -0.3908 0.7961 1.8517 0.490
H -0.3833 0.9263 -1.8367 0.229
H -0.0673 2.1012 -0.5282 0.227
H 1.4647 -0.3882 -1.3086 0.270
H 2.1049 1.2151 -0.7923 0.256
```

# 5
The following is a DFT calculation (wB97M-V/def2-TZVPD) of a molecular structure, C5H8N2O2.

For the LUMO energy (alpha / beta), the calculation gives -0.7 / -0.7 eV. The HOMO-LUMO gap (alpha / beta) is 7.5 / 7.5 eV.

XYZ file:
```
17
Properties=species:S:1:pos:R:3:nbo_charge:R:1
C -1.0468 -0.6966 0.4393 0.051
C 0.0569 -1.1297 -0.5154 -0.543
C 2.2850 -0.0698 0.1599 -0.714
N -0.3973 1.8726 0.3583 -0.483
C -1.3377 0.9688 -0.0654 0.648
C 0.8996 0.0893 -0.3533 0.555
O -2.2554 -1.3416 0.2297 -0.722
N 0.4679 1.2992 -0.6383 -0.453
O -2.4982 1.1987 -0.3514 -0.628
H -2.9174 -0.6488 0.0339 0.502
H -0.6160 2.8431 0.1430 0.383
H -0.7417 -0.7271 1.4930 0.179
H -0.3433 -1.2171 -1.5275 0.265
H 0.5518 -2.0561 -0.2297 0.221
H 2.8742 -0.5602 -0.6195 0.250
H 2.3044 -0.7207 1.0339 0.247
H 2.7141 0.8959 0.4095 0.241
```

# 6
The following is a DFT calculation (wB97M-V/def2-TZVPD) of a single C5H8N2O2 molecule.

Its SMILES is CC1(C)C(=O)N1C(N)=O. For the LUMO energy, the calculation gives 0.7 eV. The HOMO-LUMO gap is 10.4 eV.

XYZ file:
```
17
Properties=species:S:1:pos:R:3:nbo_charge:R:1
C -1.5286 1.0459 0.7811 -0.610
C -0.0984 0.6635 0.4725 0.047
C 0.6961 1.6758 -0.3192 -0.630
C 0.6119 -0.3081 1.3008 0.703
O 1.2516 -0.6291 2.2492 -0.520
N 0.0766 -0.8080 0.1445 -0.585
C 0.6847 -1.4603 -1.0529 0.797
N 0.0091 -2.6181 -1.0618 -0.838
O 1.4508 -0.9510 -1.8159 -0.579
H -2.0279 0.2644 1.3502 0.221
H -1.5413 1.9646 1.3658 0.223
H -2.0770 1.2218 -0.1444 0.216
H 0.1950 1.8896 -1.2628 0.221
H 0.7814 2.5991 0.2525 0.223
H 1.6955 1.3079 -0.5397 0.241
H -0.5792 -2.4767 -0.1272 0.455
H 0.3997 -3.3814 -1.5928 0.416
```

# 7
The following is a DFT calculation (wB97M-V/def2-TZVPD) of a single C5H8N2O2 molecule.

Its SMILES is C=CC/N=C(/N)C(=O)O. For the LUMO energy, the calculation gives 0.2 eV. The HOMO-LUMO gap is 8.9 eV.

XYZ file:
```
17
Properties=species:S:1:pos:R:3:nbo_charge:R:1
C -0.1922 -1.7921 1.1700 -0.380
C 0.5136 -0.6691 1.2410 -0.226
C -0.2212 0.7423 1.4082 -0.263
N 0.1668 1.4651 0.2506 -0.592
C 0.3806 0.6503 -0.7626 0.380
N 1.4042 0.8975 -1.6146 -0.743
C -0.7126 -0.2170 -1.3862 0.716
O -0.4993 -1.2390 -1.9733 -0.544
O -1.9486 0.2816 -1.2239 -0.657
H 0.2521 -2.7589 1.3509 0.200
H -1.2373 -1.7999 0.8960 0.193
H 1.5551 -0.6773 1.5326 0.208
H -1.3057 0.6288 1.5441 0.179
H 0.2693 1.1712 2.2872 0.208
H 1.3911 0.5482 -2.5566 0.405
H 2.0669 1.6154 -1.3787 0.411
H -1.8827 1.1528 -0.7846 0.506
```

# 8
The following is a DFT calculation (wB97M-V/def2-TZVPD) of a single C5H8N2O2S molecule.

Its SMILES is CC/N=C(/C#N)S(C)(=O)=O. For the LUMO energy (alpha / beta), the calculation gives -1.4 / -2.2 eV. The HOMO-LUMO gap (alpha / beta) is 9.0 / 8.6 eV.

XYZ file:
```
18
Properties=species:S:1:pos:R:3:nbo_charge:R:1
C -0.4002 2.2632 1.8648 -0.627
C 0.3481 1.2811 1.0282 -0.315
N 0.5436 -0.0204 1.6782 -0.153
C 0.4859 -1.2783 0.6574 -0.158
C 1.1006 -2.4032 1.0240 0.159
N 1.6549 -3.4257 0.9961 -0.222
S 0.2490 -1.0921 -1.1714 2.089
C 0.5336 -2.6057 -2.0764 -0.832
O 1.1752 -0.0716 -1.6386 -0.917
O -1.1687 -0.7928 -1.3771 -0.931
H -1.3905 1.9803 2.1774 0.221
H 0.0708 2.5926 2.7554 0.214
H -0.7846 3.0923 1.3567 0.229
H 1.3389 1.6449 0.9279 0.235
H -0.0359 1.3397 0.0427 0.223
H 0.2268 -2.2733 -3.0935 0.279
H 1.5026 -2.9332 -1.8902 0.251
H -0.2710 -3.2440 -1.6880 0.255
```

# 9
The following is a DFT calculation (wB97M-V/def2-TZVPD) of 2 unconnected molecules or ions with the total composition C5H8N2O3S.

For the LUMO energy, the calculation gives -0.6 eV. The HOMO-LUMO gap is 8.5 eV.

XYZ file:
```
19
Properties=species:S:1:pos:R:3:nbo_charge:R:1
C -1.8214 0.7473 -0.6087 0.357
C 1.2755 -1.2138 -0.9296 -0.212
C 2.0939 0.0550 -1.2457 -0.508
C -0.4412 0.4125 -0.5583 0.018
C -0.3377 0.9088 1.4656 -0.342
N -0.1316 -0.8625 -0.8218 -0.606
N -1.0707 -0.1024 2.0703 0.467
O -2.7441 -0.0611 -0.5367 -0.504
O -0.7002 -1.2938 2.1196 -0.447
O -2.1504 0.2542 2.4634 -0.385
S 0.7983 1.3562 -1.4044 0.245
H -1.9454 1.8458 -0.4538 0.130
H 1.5353 -1.9352 -1.6587 0.218
H 1.5688 -1.5875 0.2402 0.201
H 2.7897 0.3161 -0.4702 0.230
H 2.4841 -0.0405 -2.1947 0.227
H 0.6983 0.9375 1.3995 0.225
H -1.0161 1.7850 1.5960 0.243
H -0.8849 -1.5217 -0.4720 0.441
```

# 10
The following is a DFT calculation (wB97M-V/def2-TZVPD) of a single C5H8N2OS molecule.

Its SMILES is COn1ccn(C)c1=S. For the LUMO energy, the calculation gives 0.8 eV. The HOMO-LUMO gap is 8.3 eV.

XYZ file:
```
17
Properties=species:S:1:pos:R:3:nbo_charge:R:1
C 2.0196 0.0293 -2.3214 -0.255
O 0.9490 0.9352 -2.0299 -0.335
N 0.2887 0.6716 -0.8474 -0.108
C 0.4312 1.5149 0.2303 -0.098
C -0.3255 1.0394 1.2905 -0.095
N -1.0047 -0.0897 0.8019 -0.364
C -1.9831 -0.9304 1.5741 -0.384
C -0.6026 -0.3470 -0.5569 0.175
S -1.1789 -1.5564 -1.4748 -0.246
H 2.1255 -0.0081 -3.5014 0.212
H 1.7746 -0.9202 -2.0277 0.199
H 2.9307 0.4351 -1.7479 0.177
H 1.3739 2.2077 0.2297 0.242
H -0.6971 1.5549 2.1644 0.231
H -2.9607 -0.6519 1.1711 0.216
H -1.8361 -1.9290 1.4041 0.226
H -1.7762 -0.6678 2.5901 0.206
```

In the order shown, the computed ΔE to the lowest compared entry with this formula, charge and spin values come out to 141.82 74.66 124.73 44.61 130.61 54.50 71.00 145.26 134.13 92.15 kcal per mole.
In the order shown, the computed DFT total energy values come out to -379.862166 -379.969192 -379.889401 -380.017089 -455.150351 -455.271627 -455.245339 -853.311899 -928.539800 -778.152947 Eh.
In the order shown, the computed max |F| values come out to 2.7 4.6 4.1 3.1 4.5 3.6 3.5 8.3 5.0 3.9 eV Å⁻¹.